# 1
A 8-piece molecular cluster, C29H41N9O overall. Source: OMol25; level of theory: ωB97M-V/def2-TZVPD.

Computed properties:
Charge: 0
Kohn-Sham gap: 7.189 eV
HOMO: -6.77 eV
Structure (SMILES): c1cc[nH]c1.c1cc[nH]c1.c1cc[nH]c1.c1cc[nH]c1.c1cc[nH]c1.c1cc[nH]c1.NC(N)=O.CCCC#N
LUMO energy: 0.416 eV

XYZ file:
```
80
Properties=species:S:1:pos:R:3:forces:R:3
C 3.131 0.631 -0.737 1.15 0.75 -0.49
C 2.893 -0.423 -1.645 -1.93 1.01 -1.66
C 2.101 0.134 -2.698 2.00 0.26 1.21
N 2.127 1.505 -2.510 0.14 -1.24 -0.08
C 2.770 1.840 -1.351 -0.64 -1.13 0.16
H 3.638 0.458 0.201 0.06 0.47 -0.06
H 3.234 -1.446 -1.596 -0.28 -0.02 0.24
H 1.582 -0.308 -3.536 0.27 0.09 0.00
H 1.762 2.132 -3.213 -0.13 0.10 0.35
H 2.770 2.884 -1.075 0.25 -0.21 0.32
C -2.790 -1.482 5.835 -0.33 -3.06 -0.62
C -2.634 -0.147 5.980 1.30 3.07 -2.33
C -2.085 0.307 4.733 0.06 -0.53 1.52
N -1.842 -0.775 3.930 -1.82 0.07 1.98
C -2.390 -1.891 4.551 0.91 0.91 0.77
H -3.105 -2.153 6.621 -0.24 -0.12 -0.17
H -2.825 0.506 6.819 -0.13 -0.20 -0.03
H -1.823 1.309 4.426 0.10 -0.09 -0.03
H -1.387 -0.711 3.031 -0.28 -0.23 -0.30
H -2.352 -2.878 4.115 0.08 0.17 0.06
C -0.396 -2.289 -3.368 2.22 0.04 -1.30
C -1.746 -2.514 -3.277 -2.24 0.02 0.51
C -2.302 -2.474 -4.524 0.41 0.50 -0.75
N -1.275 -2.174 -5.418 -0.57 -1.26 0.45
C -0.090 -2.210 -4.732 -0.20 1.11 0.76
H 0.303 -2.142 -2.558 -0.04 -0.32 -0.07
H -2.351 -2.615 -2.388 0.22 -0.10 0.09
H -3.333 -2.603 -4.820 0.20 0.12 -0.15
H -1.351 -2.186 -6.425 -0.04 -0.06 0.29
H 0.833 -2.023 -5.261 0.02 -0.04 0.17
C -2.167 4.361 0.376 0.95 1.27 -0.06
C -2.436 3.053 0.747 -0.64 -1.55 -0.48
C -3.179 2.454 -0.282 0.16 1.65 0.46
N -3.365 3.468 -1.211 -0.24 -0.28 -0.54
C -2.734 4.631 -0.848 -0.35 -0.75 0.56
H -1.504 4.969 0.974 -0.26 0.36 -0.13
H -2.102 2.664 1.697 -0.13 -0.40 -0.21
H -3.679 1.503 -0.391 0.20 0.07 0.04
H -3.929 3.427 -2.048 0.12 -0.36 0.24
H -2.865 5.529 -1.434 0.23 -0.10 0.07
C -0.243 1.942 -4.034 -0.86 -0.43 1.85
C 0.157 1.759 -5.319 0.76 -0.68 -3.98
C 0.275 2.990 -5.958 0.34 -1.28 -0.07
N 0.015 3.881 -5.013 -0.12 2.10 0.50
C -0.270 3.286 -3.821 -0.76 1.47 0.29
H -0.560 1.167 -3.351 0.25 0.09 0.14
H 0.331 0.858 -5.889 -0.16 -0.29 0.41
H 0.542 3.321 -6.950 -0.01 -0.38 0.05
H -0.056 4.868 -5.217 0.11 -0.13 0.41
H -0.544 3.932 -3.000 -0.08 -0.39 0.20
C -0.169 -4.193 2.303 -0.06 0.58 0.56
C 0.192 -5.503 1.992 1.50 -0.36 -1.47
C 1.566 -5.473 1.788 1.34 -0.31 0.73
N 2.075 -4.232 2.130 -2.17 0.43 0.15
C 0.983 -3.450 2.446 -0.43 0.50 0.21
H -1.202 -3.890 2.389 0.25 0.41 0.20
H -0.496 -6.290 1.723 0.25 -0.11 0.17
H 2.368 -6.158 1.554 -0.65 -0.68 -0.17
H 3.027 -3.910 2.227 -0.21 -0.48 -0.20
H 1.049 -2.403 2.706 0.22 -0.17 0.07
N 0.677 -1.458 0.180 2.80 -4.08 -0.43
C -0.204 -0.602 0.562 -0.56 -0.51 1.38
N -0.227 0.416 -0.210 -1.14 4.69 -2.22
O -0.932 -0.702 1.536 -0.88 -0.59 0.61
H 1.307 -1.249 -0.582 -0.28 -0.15 0.12
H 0.666 -2.389 0.570 0.11 0.17 0.03
H -0.911 1.106 0.065 0.32 0.52 -0.36
H 0.527 0.626 -0.848 -0.35 0.11 0.01
C 3.210 -0.438 3.206 0.05 -0.08 -0.42
C 1.916 0.279 3.616 0.91 -0.50 -0.61
C 2.149 1.768 3.203 -1.14 -0.56 0.23
C 0.882 2.515 3.113 -1.68 1.49 0.77
N -0.104 3.142 3.149 2.05 -1.38 -0.29
H 4.078 0.013 3.688 0.08 -0.04 0.02
H 3.320 -0.322 2.128 0.18 0.13 -0.07
H 3.262 -1.517 3.347 -0.32 0.02 0.50
H 1.717 0.096 4.671 -0.04 0.61 0.07
H 1.089 -0.189 3.083 -0.16 0.39 -0.16
H 2.599 1.841 2.212 0.14 -0.27 -0.02
H 2.829 2.238 3.913 -0.15 0.18 -0.01
```
Positions in Å, forces in eV/Å.

# 2
C29H42AuBBrN6O as an isolated structure. Source: OMol25; level of theory: ωB97M-V/def2-TZVPD.

Computed properties:
Multiplicity: 3
Charge: +1
Kohn-Sham gap (alpha / beta): 8.921 / 5.447 eV
HOMO (alpha / beta): -10.89 / -10.88 eV
LUMO energy (alpha / beta): -1.965 / -5.431 eV

XYZ file:
```
81
Properties=species:S:1:pos:R:3:forces:R:3
Au -1.143 1.060 1.247 0.11 -0.17 -0.46
C -2.534 3.243 3.634 -0.01 -0.02 0.02
C -2.829 3.488 2.196 0.02 0.07 -0.02
C -3.673 4.418 1.595 0.03 -0.01 -0.01
C -3.574 4.199 0.229 0.08 -0.02 -0.01
C -4.262 4.915 -0.880 -0.01 0.03 -0.02
N -2.704 3.193 0.025 -0.11 -0.03 0.09
N -2.251 2.775 1.234 0.19 -0.10 0.03
B -2.313 2.498 -1.314 0.17 0.04 -0.04
N -2.762 1.001 -1.206 -0.20 -0.07 -0.09
N -2.809 0.374 -0.005 0.36 0.00 0.12
C -3.505 -0.754 -0.127 -0.04 0.00 0.12
C -3.836 -1.602 1.049 0.10 -0.05 0.03
C -3.928 -0.867 -1.449 0.03 0.16 -0.04
C -3.453 0.265 -2.097 -0.03 -0.06 0.06
C -3.667 0.676 -3.510 -0.02 0.00 -0.02
N -0.822 2.696 -1.614 0.12 0.14 0.03
N 0.098 2.760 -0.607 0.05 -0.09 0.23
C 1.205 3.273 -1.130 -0.22 -0.08 0.03
C 2.399 3.628 -0.312 0.05 -0.01 0.00
C 1.024 3.525 -2.497 -0.13 0.00 -0.06
C -0.276 3.165 -2.764 0.03 0.01 -0.05
C -1.010 3.263 -4.055 -0.01 0.05 -0.05
H -3.072 3.952 4.258 0.00 0.00 0.00
H -1.468 3.353 3.836 0.02 0.00 0.01
H -2.837 2.236 3.928 0.00 -0.01 0.01
H -4.273 5.162 2.088 -0.02 0.02 0.01
H -4.890 5.702 -0.469 0.00 0.00 0.01
H -4.892 4.237 -1.455 -0.01 0.00 -0.01
H -3.542 5.366 -1.562 0.00 0.00 -0.01
H -2.942 2.993 -2.192 -0.11 0.02 -0.05
H -3.372 -1.205 1.951 0.02 -0.02 0.02
H -3.506 -2.628 0.906 0.03 -0.08 -0.01
H -4.916 -1.620 1.198 0.01 0.01 0.02
H -4.545 -1.639 -1.872 -0.02 -0.04 -0.02
H -4.247 -0.085 -4.027 -0.01 -0.01 0.01
H -2.722 0.798 -4.033 0.02 -0.01 -0.02
H -4.205 1.622 -3.567 0.00 0.02 -0.01
H 2.197 3.494 0.744 -0.02 -0.09 0.15
H 2.645 4.680 -0.463 0.04 -0.02 -0.03
H 3.278 3.043 -0.587 -0.01 -0.03 0.02
H 1.731 3.950 -3.188 0.03 0.02 -0.03
H -0.372 3.738 -4.797 0.00 0.01 0.00
H -1.921 3.854 -3.957 -0.02 0.00 -0.02
H -1.287 2.282 -4.436 -0.01 -0.02 -0.03
C 5.594 -3.043 -0.051 0.00 0.00 0.00
C 5.133 -2.744 1.386 0.03 0.02 0.01
C 5.150 -4.040 2.214 0.00 0.00 0.00
C 6.107 -1.747 2.014 -0.02 0.00 0.00
C 3.713 -2.219 1.344 0.00 -0.04 -0.01
C 3.359 -0.974 1.880 -0.14 0.18 0.06
C 2.065 -0.542 1.798 0.15 -0.01 -0.08
Br 1.618 1.136 2.490 -0.22 0.22 0.16
C 1.020 -1.308 1.163 -0.07 0.15 -0.08
O -0.148 -0.850 1.013 0.00 -0.15 0.11
C 1.386 -2.636 0.669 -0.02 0.02 -0.05
C 2.697 -3.010 0.763 -0.01 -0.05 0.01
C 0.336 -3.562 0.075 0.01 -0.02 -0.03
C -0.713 -3.869 1.154 0.01 -0.07 -0.01
C -0.301 -2.923 -1.170 -0.01 0.02 0.01
C 0.950 -4.896 -0.354 -0.04 -0.03 -0.05
H 6.620 -3.410 -0.029 0.02 -0.01 0.00
H 5.569 -2.144 -0.667 0.00 0.02 -0.01
H 4.980 -3.805 -0.530 -0.02 -0.01 -0.01
H 6.169 -4.422 2.263 0.02 -0.01 0.00
H 4.525 -4.816 1.771 -0.02 -0.02 -0.01
H 4.804 -3.860 3.232 0.00 0.00 0.02
H 7.110 -2.169 2.000 0.01 -0.01 0.00
H 5.858 -1.534 3.054 -0.01 0.01 0.02
H 6.139 -0.807 1.460 0.01 0.02 -0.01
H 4.099 -0.348 2.353 0.00 0.02 0.00
H 2.984 -3.978 0.380 -0.01 0.06 0.01
H -1.200 -2.973 1.517 -0.10 0.15 0.04
H -0.247 -4.378 2.001 -0.01 0.00 0.01
H -1.472 -4.537 0.744 -0.02 0.00 -0.02
H -0.761 -1.961 -0.959 -0.05 0.02 0.03
H -1.068 -3.590 -1.564 -0.02 -0.02 0.00
H 0.450 -2.784 -1.949 0.01 0.02 -0.01
H 1.415 -5.422 0.481 -0.01 -0.02 0.01
H 1.686 -4.772 -1.149 0.01 0.00 -0.01
H 0.157 -5.536 -0.742 -0.01 0.00 -0.01
```
Positions in Å, forces in eV/Å.

# 3
C29H42CaN6 as an isolated structure. Source: OMol25; level of theory: ωB97M-V/def2-TZVPD.

Computed properties:
Charge: +2
Kohn-Sham gap: 6.305 eV
HOMO: -11.74 eV
LUMO energy: -5.439 eV

XYZ file:
```
78
Properties=species:S:1:pos:R:3:forces:R:3
Ca 0.327 2.380 -1.073 -0.83 -0.06 -0.17
C 1.967 3.864 0.694 -0.01 -0.01 0.12
C 2.194 4.729 -0.550 0.11 -0.08 0.03
N 1.044 4.673 -1.495 0.10 0.25 0.03
C 1.402 4.891 -2.923 -0.02 0.14 0.04
C 1.201 3.659 -3.775 0.01 0.06 -0.09
C 0.898 3.726 -5.126 0.07 0.03 0.02
C 0.784 2.540 -5.834 -0.02 0.01 -0.05
C 0.981 1.326 -5.189 0.08 -0.05 0.05
C 1.285 1.341 -3.840 0.01 -0.03 -0.04
C 1.603 0.096 -3.040 -0.02 -0.03 0.00
N 1.071 0.170 -1.651 0.12 -0.18 -0.12
C 2.085 -0.164 -0.654 0.03 0.02 0.11
C 1.593 1.485 1.304 0.04 0.15 0.10
N 2.188 2.435 0.372 0.16 -0.07 -0.06
N 1.374 2.490 -3.156 0.09 -0.09 -0.11
H 0.935 3.974 1.057 0.03 0.06 0.01
H 2.604 4.197 1.516 0.00 0.03 -0.01
H 3.074 4.352 -1.075 0.03 0.04 0.03
H 2.410 5.753 -0.244 -0.02 0.01 -0.03
H 0.412 5.422 -1.231 -0.04 -0.04 0.01
H 2.451 5.189 -2.996 -0.01 0.04 -0.04
H 0.816 5.715 -3.328 0.01 0.00 0.01
H 0.754 4.682 -5.611 0.00 0.00 -0.01
H 0.536 2.560 -6.887 0.00 -0.01 0.00
H 0.901 0.389 -5.725 0.00 0.01 -0.01
H 2.691 0.005 -3.005 -0.01 -0.05 -0.01
H 1.231 -0.792 -3.550 -0.01 0.00 0.01
H 0.333 -0.524 -1.549 -0.05 0.07 0.02
H 2.983 0.427 -0.817 0.01 -0.03 0.00
H 2.337 -1.224 -0.658 0.01 0.01 -0.08
H 2.084 1.461 2.273 -0.02 -0.02 0.01
H 0.558 1.774 1.473 0.00 -0.04 0.06
H 3.184 2.270 0.269 -0.01 0.01 -0.04
C -4.556 -2.294 1.774 0.01 -0.03 0.00
C -4.501 -0.840 2.263 0.02 -0.01 0.01
C -4.200 -0.814 3.770 0.00 -0.01 0.02
C -5.860 -0.185 2.019 -0.02 0.03 -0.01
C -3.378 -0.118 1.530 -0.07 0.04 0.00
C -3.588 1.053 0.786 -0.01 0.00 0.00
C -2.510 1.665 0.204 -0.05 -0.06 0.09
N -1.250 1.192 0.250 0.31 -0.09 0.07
C -1.014 0.043 0.946 0.04 0.00 0.06
C -2.079 -0.584 1.616 0.06 0.04 -0.05
C 0.282 -0.625 0.985 -0.06 0.11 -0.09
C 0.358 -2.026 0.967 -0.03 -0.07 -0.02
C 1.495 -2.774 1.169 -0.04 0.08 0.01
C 2.583 -2.018 1.677 0.05 0.01 0.00
C 2.615 -0.673 1.633 -0.13 0.08 -0.02
N 1.604 0.057 0.778 0.01 -0.17 0.12
C 1.498 -4.293 1.037 -0.03 -0.02 -0.04
C 2.849 -4.880 1.444 0.03 -0.01 0.02
C 1.223 -4.665 -0.427 0.00 0.02 0.00
C 0.410 -4.911 1.924 -0.02 -0.03 0.01
H -5.364 -2.820 2.284 0.00 0.00 0.00
H -3.630 -2.832 1.984 0.00 0.01 0.00
H -4.748 -2.344 0.701 0.00 0.01 0.00
H -4.998 -1.326 4.308 0.00 0.00 0.00
H -4.145 0.210 4.145 0.00 0.01 -0.01
H -3.263 -1.317 4.008 0.00 0.00 0.00
H -6.629 -0.745 2.550 0.01 -0.01 0.00
H -6.129 -0.185 0.961 0.01 -0.01 0.00
H -5.893 0.841 2.389 0.01 0.00 0.00
H -4.567 1.494 0.686 0.00 0.00 -0.01
H -2.658 2.594 -0.344 0.01 0.02 0.00
H -1.855 -1.435 2.241 0.01 -0.01 0.00
H -0.583 -2.537 0.795 0.00 -0.03 0.01
H 3.401 -2.500 2.196 0.00 0.00 0.00
H 3.352 -0.032 2.086 0.02 -0.04 0.02
H 3.669 -4.462 0.855 -0.01 0.01 -0.01
H 2.846 -5.957 1.280 -0.01 0.00 0.01
H 3.062 -4.712 2.502 0.00 0.00 0.00
H 2.000 -4.266 -1.084 0.00 0.00 0.00
H 0.259 -4.270 -0.756 0.00 -0.01 -0.01
H 1.200 -5.748 -0.556 0.00 0.00 0.02
H 0.571 -4.659 2.974 0.01 0.01 0.00
H 0.419 -5.998 1.831 0.01 0.00 0.00
H -0.590 -4.573 1.642 0.01 0.01 -0.01
```
Positions in Å, forces in eV/Å.

no.,largest force on an atom (eV Å⁻¹)
1,5.32
2,0.50
3,0.85